Entry from OMol25: an isolated molecule of C4H8O3 at a distorted geometry (ωB97M-V/def2-TZVPD).

```
15
Properties=species:S:1:pos:R:3:lowdin_charge:R:1
O -0.0799 -2.3162 1.1152 -0.05
C 0.6556 -1.6003 0.1582 -0.30
C 0.7892 -0.1864 0.5390 -0.05
C 0.1092 0.8651 0.0868 -0.32
O 0.2959 2.0837 0.6550 0.04
C -0.8626 0.9213 -1.0432 -0.20
O -1.9859 1.7144 -0.7688 -0.03
H -0.0330 -3.2366 0.8270 0.09
H 0.1834 -1.7294 -0.8180 0.11
H 1.6534 -2.0475 0.0704 0.12
H 1.6229 0.0084 1.2094 0.12
H 0.8691 1.8468 1.4224 0.13
H -0.3257 1.2890 -1.9323 0.14
H -1.2161 -0.0855 -1.2648 0.12
H -1.6755 2.4732 -0.2563 0.08
```

Results
Energy relative to the best compared isomer or geometry (same formula, charge and spin) = 50.6 kcal per mole
Calculated total energy = -10418.8108 eV
F_max = 1.2 eV/A
LUMO energy = 0.80 eV
E_HOMO = -9.151 eV
SMILES string = OC/C=C(/O)CO

Entry from OMol25: a structure of composition C12H30N6Rh (ωB97M-V/def2-TZVPD).

```
49
Properties=species:S:1:pos:R:3:lowdin_charge:R:1
Rh -0.0236 -0.0007 -0.0143 1.17
C -2.3042 -1.1748 1.5710 -0.12
C -1.1468 -1.2945 2.5310 -0.12
N -0.0469 -0.3825 2.0853 -0.12
C 1.3171 -0.9199 2.3714 -0.14
C 1.5365 -2.1538 1.5108 -0.12
N 0.7662 -2.0281 0.2184 -0.09
C -0.3095 -3.0762 0.0685 -0.13
C -1.5575 -2.4515 -0.4981 -0.14
N -1.8210 -1.1322 0.1566 -0.13
H -3.0278 -1.9804 1.7153 0.15
H -2.8290 -0.2342 1.7452 0.13
H -1.4750 -1.0200 3.5347 0.16
H -0.7559 -2.3029 2.6044 0.11
H -0.1531 0.4956 2.5858 0.13
H 2.0289 -0.1376 2.1086 0.11
H 1.4552 -1.1419 3.4324 0.15
H 2.6006 -2.2671 1.3063 0.14
H 1.2254 -3.0682 2.0110 0.13
H 1.4216 -2.1799 -0.5389 0.12
H 0.0279 -3.8743 -0.5936 0.15
H -0.4857 -3.5387 1.0343 0.12
H -1.4302 -2.2481 -1.5624 0.13
H -2.4129 -3.1239 -0.3945 0.15
H -2.5720 -0.7034 -0.3771 0.12
C 1.8139 2.4855 -0.2316 -0.13
C 2.5257 1.2852 -0.7976 -0.14
N 1.5428 0.3370 -1.4058 -0.13
C 0.9710 0.7322 -2.7339 -0.12
C -0.1669 1.7037 -2.5546 -0.13
N -1.0455 1.1978 -1.4561 -0.13
C -1.6793 2.2805 -0.6489 -0.14
C -0.6115 2.9896 0.1766 -0.12
N 0.5408 2.0567 0.4540 -0.09
H 1.5720 3.2142 -0.9972 0.12
H 2.4664 2.9985 0.4759 0.15
H 3.0391 0.7334 -0.0091 0.13
H 3.2816 1.5884 -1.5264 0.15
H 2.0618 -0.5189 -1.5776 0.12
H 0.5939 -0.1858 -3.1879 0.14
H 1.7457 1.1288 -3.3940 0.15
H -0.7299 1.7846 -3.4856 0.16
H 0.1568 2.7084 -2.3072 0.12
H -1.7915 0.6548 -1.8821 0.13
H -2.4063 1.8011 0.0065 0.12
H -2.2281 2.9827 -1.2807 0.15
H -1.0543 3.3207 1.1151 0.14
H -0.2291 3.8833 -0.3127 0.13
H 0.7289 2.0899 1.4503 0.12
```

Results
Calculated total energy = -24852.3455 eV
F_max = 0.4 eV/A
LUMO energy = -11.02 eV
E_HOMO = -19.812 eV
Net charge = +3